Molecular formula: C29H33N3O6S
Method: DFT, ωB97M-V with the def2-TZVPD basis set

The maximum force comes out at 1.06 eV/A. Its SMILES is COc1ccc(NS(=O)(=O)c2cc(NC(=O)/C=C/c3cc(OC)ccc3OC)ccc2N2CCCCC2)cc1. Its energy above the lowest of the compared OMol25 structures with the same formula, charge and spin is 213.9 kJ/mol. The total energy is -58197.972 eV.

Last column: natural (NBO) charge in e.
CARTESIAN COORDINATES (ANGSTROEM)
C  -3.075079  -1.540999  -2.324908  -0.26
O  -3.704898  -1.257472  -1.097109  -0.50
C  -3.023473  -1.510124  0.056658  0.28
C  -3.711867  -1.244404  1.240885  -0.23
C  -3.114592  -1.456304  2.464045  -0.26
C  -1.811173  -1.944846  2.541127  0.21
N  -1.210194  -2.145890  3.779304  -0.86
S  0.435212  -2.272358  4.015673  2.32
O  0.625983  -2.007949  5.414958  -0.94
O  0.879606  -3.540828  3.523985  -0.93
C  1.177567  -1.014263  2.965534  -0.35
C  2.257860  -1.480182  2.244277  -0.19
C  2.838587  -0.716238  1.237994  0.12
N  3.920078  -1.212899  0.513175  -0.62
C  4.183035  -1.064874  -0.829425  0.65
O  5.267275  -1.384312  -1.275673  -0.60
C  3.056751  -0.586377  -1.644038  -0.33
C  3.240667  -0.114673  -2.883099  -0.12
C  2.203125  0.346741  -3.783414  -0.04
C  0.881379  0.493061  -3.380657  -0.23
C  -0.107578  0.937919  -4.251029  0.28
O  -1.364818  1.033950  -3.721465  -0.50
C  -2.405183  1.501468  -4.545170  -0.25
C  0.236385  1.246223  -5.559590  -0.27
C  1.551016  1.112265  -5.981103  -0.29
C  2.542812  0.670975  -5.118099  0.29
O  3.848158  0.517728  -5.466366  -0.50
C  4.241956  0.816669  -6.782357  -0.25
C  2.301777  0.547146  0.989811  -0.22
C  1.234625  1.014658  1.724934  -0.20
C  0.638694  0.259405  2.747628  0.19
N  -0.450639  0.728015  3.472444  -0.45
C  -1.188303  1.846309  2.910877  -0.22
C  -2.564480  1.949037  3.563302  -0.40
C  -2.425614  2.125239  5.070389  -0.40
C  -1.609954  0.965024  5.628555  -0.39
C  -0.266487  0.870386  4.911707  -0.24
C  -1.136918  -2.239996  1.363956  -0.26
C  -1.731097  -2.016571  0.132714  -0.28
H  -2.202356  -0.901315  -2.486791  0.19
H  -3.821123  -1.330441  -3.089996  0.19
H  -2.780234  -2.592851  -2.392160  0.17
H  -4.721524  -0.870841  1.175005  0.22
H  -3.665992  -1.263641  3.373030  0.21
H  -1.694941  -1.763297  4.574401  0.42
H  2.609462  -2.478497  2.452416  0.25
H  4.596381  -1.768559  1.020786  0.41
H  2.075732  -0.688472  -1.206052  0.21
H  4.251397  -0.067571  -3.264822  0.24
H  0.592264  0.273198  -2.365873  0.22
H  -2.207317  2.516021  -4.905411  0.18
H  -3.294875  1.509477  -3.917633  0.20
H  -2.570641  0.837346  -5.399832  0.17
H  -0.499431  1.594482  -6.266573  0.22
H  1.784243  1.363128  -7.003619  0.22
H  5.311837  0.617560  -6.818622  0.20
H  3.731783  0.178428  -7.511002  0.18
H  4.061966  1.868274  -7.028887  0.18
H  2.740406  1.172690  0.226855  0.23
H  0.869784  2.005972  1.512503  0.22
H  -1.314633  1.671864  1.840302  0.22
H  -0.652298  2.798331  3.061002  0.17
H  -3.124032  1.039304  3.345688  0.21
H  -3.101013  2.792786  3.126241  0.21
H  -3.409373  2.161777  5.541045  0.21
H  -1.915163  3.067429  5.284309  0.20
H  -1.430044  1.096396  6.696220  0.22
H  -2.165920  0.035746  5.494204  0.18
H  0.299539  0.021613  5.291650  0.25
H  0.308163  1.789535  5.117741  0.17
H  -0.149016  -2.666599  1.413657  0.23
H  -1.173234  -2.249935  -0.760208  0.22

Forces on the atoms, in the same order (eV/Å):
C 0.1416 -0.0393 -0.1361
O -0.1383 0.0418 0.2941
C 0.0369 -0.0007 0.1165
C 0.0702 -0.0198 -0.2004
C 0.1860 -0.1238 0.0344
C -0.0930 -0.0729 -0.8697
N 0.8663 -0.1999 0.5846
S -0.5838 -0.0392 0.3588
O -0.0741 0.0767 -0.0604
O -0.0018 0.1417 -0.3388
C -0.3005 -0.3629 0.4210
C 0.3582 0.0425 -0.3593
C -0.5897 0.2512 0.3872
N 0.4253 -0.3591 0.1805
C 0.2705 -0.1621 0.1247
O 0.0637 0.0284 -0.1190
C -0.1712 0.1446 -0.6627
C 0.3837 -0.2776 0.6565
C -0.3962 0.2164 -0.5167
C 0.0209 0.0620 -0.2251
C 0.0950 -0.0191 -0.0344
O 0.2774 -0.0531 0.1372
C -0.1160 0.0511 -0.0990
C -0.2860 -0.0119 0.2294
C 0.3440 -0.0391 -0.0670
C -0.2426 -0.0083 0.1621
O -0.0989 -0.0797 0.3179
C 0.0872 0.0534 -0.2249
C 0.1582 -0.2292 0.1247
C -0.1864 -0.0466 0.2091
C 0.1843 0.1204 -0.1949
N -0.2504 0.1305 -0.0155
C -0.3291 -0.0946 -0.1503
C 0.2057 0.2456 0.0731
C -0.1462 -0.2773 -0.0758
C 0.2478 0.2944 -0.0270
C 0.0165 -0.0496 0.3653
C -0.1718 0.0001 0.1994
C -0.2106 0.1100 -0.2976
H -0.0326 -0.0537 0.0098
H 0.0830 -0.0254 -0.0056
H -0.0156 0.0143 0.0036
H -0.1256 0.0406 0.0082
H -0.0714 0.0593 0.1068
H 0.1703 0.0900 0.1353
H 0.0792 -0.1297 -0.1254
H 0.0251 0.1370 -0.1777
H -0.1349 0.0426 -0.0610
H 0.0947 -0.0411 0.0824
H -0.0399 -0.0290 0.1739
H -0.0060 -0.0360 -0.0024
H 0.0136 0.0215 -0.0835
H 0.0090 0.0305 0.0071
H -0.0934 0.0313 -0.0372
H 0.0643 0.0060 -0.0753
H -0.0808 0.0316 -0.0530
H -0.0006 0.0318 0.0350
H -0.0130 -0.0459 0.0121
H 0.0371 0.0794 -0.0250
H -0.0788 0.0873 0.0153
H 0.0655 0.0696 0.0200
H 0.0410 -0.0063 -0.0730
H -0.0405 0.0110 -0.0506
H -0.0344 -0.0124 -0.0506
H -0.0004 0.0759 0.0364
H 0.0043 0.0584 0.0455
H -0.0072 -0.0709 0.0351
H -0.0568 -0.0841 0.0476
H -0.0283 0.2925 -0.0154
H 0.0182 -0.0168 0.0115
H 0.0711 -0.0755 -0.1392
H 0.0311 -0.0284 -0.1125

---

Molecular formula: C29H33N7OPt
Method: DFT, ωB97M-V with the def2-TZVPD basis set

The maximum force comes out at 2.89 eV/A. The total charge is +2. Its energy above the lowest of the compared OMol25 structures with the same formula, charge and spin is 161.6 kJ/mol. The total energy is -46321.220 eV.

Last column: Mulliken charge in e.
CARTESIAN COORDINATES (ANGSTROEM)
Pt  -0.194585  -0.072251  -0.098257  1.70
C  2.519174  -0.138620  1.614689  -1.17
N  2.161738  0.245129  0.250798  -0.39
C  2.481893  1.608784  -0.172887  -1.23
C  1.252039  2.451247  -0.197802  0.39
N  0.034384  1.986705  -0.003182  0.86
C  -0.839754  3.083130  -0.113330  -0.08
C  -2.216048  3.185519  0.066954  -0.16
C  -2.785700  4.425758  -0.131505  -1.01
C  -2.013356  5.540206  -0.495677  -0.63
C  -0.644925  5.457011  -0.632886  -1.08
C  -0.076267  4.208102  -0.410922  0.66
N  1.243803  3.765726  -0.442003  -0.03
C  1.298775  -0.151826  2.483283  0.03
N  0.084326  0.081448  2.036432  0.41
C  -0.777358  -0.030474  3.139420  -0.07
C  -2.149384  0.182174  3.250887  -0.13
C  -2.716904  -0.023556  4.490300  -1.05
C  -1.947092  -0.426451  5.594716  -0.57
C  -0.583331  -0.604190  5.501557  -1.08
C  -0.015135  -0.373361  4.253285  0.59
N  1.301756  -0.435814  3.796666  -0.01
H  3.260769  0.540694  2.044709  0.49
H  2.966938  -1.134336  1.614825  0.49
H  2.531974  -0.415522  -0.420339  0.31
H  2.902122  1.589706  -1.179371  0.47
H  3.228341  2.067469  0.481137  0.51
H  -2.799940  2.331082  0.367550  0.41
H  -3.853158  4.545505  -0.004867  0.48
H  -2.503878  6.489836  -0.659717  0.41
H  -0.046216  6.317203  -0.900504  0.46
H  2.053781  4.346068  -0.593129  0.25
H  -2.726577  0.510280  2.399848  0.50
H  -3.779786  0.129501  4.619365  0.48
H  -2.435890  -0.585094  6.546266  0.41
H  0.012731  -0.894799  6.356356  0.45
H  2.117307  -0.569909  4.374010  0.26
C  0.185512  -1.135745  -4.110614  -1.37
C  -0.261221  0.014095  -3.209126  0.78
C  0.075954  1.348380  -3.864196  -1.56
O  0.418967  -0.046927  -1.952423  -0.51
H  -0.182924  -0.972176  -5.122143  0.42
H  -0.203493  -2.091049  -3.763686  0.37
H  1.274799  -1.191637  -4.126880  0.34
H  -1.341839  -0.051726  -3.102309  0.09
H  1.155466  1.427780  -4.005545  0.37
H  -0.258243  2.175742  -3.231204  0.28
H  -0.416783  1.428698  -4.832450  0.46
C  -4.923725  -0.233103  -0.119790  -0.76
C  -4.202086  -1.135662  0.646413  -0.60
C  -2.827768  -1.253604  0.480388  -0.73
C  -2.166571  -0.430896  -0.423253  1.60
C  -2.890229  0.443183  -1.218823  -0.74
C  -4.266456  0.555151  -1.050894  -0.74
H  -5.996523  -0.156934  -0.004789  0.43
H  -4.706109  -1.765560  1.368153  0.51
H  -2.287485  -1.987772  1.065168  0.21
H  -2.402875  1.056983  -1.963621  0.16
H  -4.817891  1.261529  -1.657902  0.51
C  0.361249  -5.291905  1.622153  -0.87
N  0.138451  -4.144707  0.741548  0.15
C  -0.314906  -4.197630  -0.555974  -0.75
C  -0.384911  -2.917235  -0.995111  -0.45
N  0.033060  -2.086792  0.022064  0.25
C  0.328889  -2.863068  1.058096  -0.62
H  0.154020  -6.201032  1.067168  0.35
H  -0.302050  -5.241481  2.482443  0.36
H  1.393363  -5.314761  1.963361  0.34
H  -0.552533  -5.124832  -1.047773  0.47
H  -0.692714  -2.534293  -1.947000  0.34
H  0.674736  -2.532694  2.023274  0.59

Forces on the atoms, in the same order (eV/Å):
Pt 2.6116 0.1810 1.2206
C 0.0218 0.0416 0.1435
N -0.4355 -0.2435 -0.1732
C 0.0662 0.1267 -0.1227
C -0.0357 -0.0056 -0.0489
N -0.7956 0.0254 -0.6989
C 0.0849 -0.1257 0.0669
C 0.0748 0.0317 0.1052
C 0.0156 -0.0288 -0.0082
C -0.0620 0.0269 0.0022
C 0.1283 0.0150 0.0424
C -0.0824 -0.0513 -0.0934
N -0.0356 0.1697 0.0371
C 0.0804 0.1260 -0.0361
N -0.8394 -0.5385 -0.0916
C 0.0686 0.0571 -0.0726
C 0.0725 0.0505 -0.0321
C 0.0060 -0.0074 -0.0232
C -0.0417 0.0045 0.0063
C 0.1288 0.0736 0.0372
C -0.0662 -0.0805 -0.0492
N -0.0611 0.0414 0.1150
H 0.0308 -0.0175 -0.0187
H 0.0261 0.0038 -0.0556
H 0.0019 0.0104 -0.0353
H 0.0039 -0.0783 0.0023
H 0.0180 -0.0174 -0.0009
H -0.0706 0.0265 -0.0145
H 0.0087 0.0043 0.0112
H 0.0053 -0.0056 0.0051
H -0.0131 0.0084 0.0353
H 0.0285 -0.0392 -0.0029
H -0.0698 -0.0328 0.0273
H 0.0110 0.0131 0.0082
H 0.0043 -0.0045 -0.0091
H -0.0200 0.0274 0.0074
H 0.0276 0.0028 -0.0357
C 0.0264 0.0787 0.3662
C 0.1113 0.1529 -0.4849
C -0.1274 -0.0129 0.3059
O -0.1804 -0.4379 -0.2782
H 0.0365 -0.0324 -0.0258
H 0.0428 -0.0651 -0.1037
H -0.0003 0.0033 -0.0853
H -0.0334 -0.0842 0.1983
H -0.0087 0.0197 -0.0508
H 0.0185 0.0314 -0.0514
H 0.0390 0.0701 -0.0204
C -0.0387 0.0769 0.0482
C -0.0089 -0.2914 -0.2599
C 0.0190 -0.1497 -0.0080
C -0.2481 0.9507 0.7601
C -0.0199 -0.0436 -0.1090
C -0.0122 -0.2753 -0.2719
H 0.0113 0.0523 0.0591
H -0.0028 -0.0270 -0.0299
H -0.0090 0.1497 0.1675
H 0.0319 0.2248 0.1835
H -0.0072 -0.0339 -0.0299
C 0.0454 -0.0287 0.1214
N -0.0127 -0.0465 -0.1223
C 0.0090 -0.0108 0.0390
C 0.1516 -0.1079 0.0731
N -0.6618 -0.1325 -0.7528
C 0.0677 0.1446 0.1593
H -0.0076 0.0129 -0.0285
H -0.0465 0.0212 -0.0336
H 0.0232 0.0199 -0.0589
H 0.0275 -0.0129 0.0423
H -0.0417 0.0411 0.0151
H -0.0904 -0.0487 0.0159

---

Molecular formula: C29H33O2Si
Method: DFT, ωB97M-V with the def2-TZVPD basis set

The maximum force comes out at 2.45 eV/A. The total charge is +1. Its energy above the lowest of the compared OMol25 structures with the same formula, charge and spin is 88.3 kJ/mol. The total energy is -42574.511 eV.

Last column: natural (NBO) charge in e.
CARTESIAN COORDINATES (ANGSTROEM)
C  1.709541  2.845378  3.341069  -1.14
Si  2.267710  1.196359  2.673640  1.90
C  1.995751  1.157338  0.836608  -1.16
C  4.059844  0.904704  3.068558  -1.15
O  1.340804  -0.016135  3.384920  -0.87
C  0.565448  -1.039766  2.880117  0.34
C  1.081503  -2.269483  2.589115  -0.52
C  -0.840367  -0.822733  2.712918  -0.36
C  -1.442881  0.379201  2.997714  0.18
O  -2.656555  0.646574  2.512872  -0.50
C  -3.077076  2.014736  2.665392  -0.25
H  2.274293  3.651204  2.849518  0.25
H  0.641975  3.009016  3.147856  0.23
H  1.880547  2.916067  4.422542  0.25
H  2.552807  1.987330  0.376949  0.25
H  2.354342  0.212004  0.409636  0.24
H  0.931519  1.271125  0.597391  0.24
H  4.677561  1.652967  2.551105  0.24
H  4.248312  0.984561  4.146758  0.25
H  4.373323  -0.093103  2.735986  0.24
H  0.369798  -3.035153  2.309174  0.18
H  2.138547  -2.489286  2.697188  0.21
H  -1.402919  -1.664253  2.298134  0.20
H  -0.974389  1.152840  3.634273  0.19
H  -4.153006  2.013469  2.513939  0.20
H  -2.824572  2.398722  3.663608  0.18
H  -2.582021  2.637352  1.909731  0.19
C  -3.848451  -10.407814  3.907165  -0.14
C  -2.944810  -10.307387  2.837364  -0.21
C  -2.707459  -9.077086  2.222670  -0.17
C  -3.391933  -7.912754  2.647875  -0.06
C  -3.132684  -6.607722  2.037782  0.24
C  -1.835416  -6.316079  1.555619  -0.32
C  -1.469947  -5.185522  0.840713  0.03
C  -0.189936  -4.968016  0.229300  -0.07
C  0.017667  -3.763091  -0.501068  -0.13
C  1.259228  -3.472126  -1.052322  -0.22
C  2.320199  -4.381578  -0.919081  -0.13
C  2.123532  -5.593864  -0.237709  -0.20
C  0.883535  -5.895397  0.328347  -0.16
C  -4.216944  -5.632002  1.980777  -0.17
C  -3.988187  -4.250970  2.176924  -0.17
C  -5.023930  -3.324822  2.046523  -0.20
C  -6.325263  -3.754537  1.759129  -0.15
C  -6.584502  -5.125460  1.614926  -0.23
C  -5.551048  -6.052378  1.731551  -0.09
C  -4.307605  -8.034377  3.724425  -0.16
C  -4.526462  -9.260900  4.346301  -0.22
H  -4.013002  -11.365424  4.401487  0.24
H  -2.422042  -11.196914  2.480348  0.24
H  -2.028599  -9.009296  1.367256  0.22
H  -1.073419  -7.075822  1.742274  0.23
H  -2.221640  -4.422625  0.635398  0.23
H  -0.811313  -3.059055  -0.597414  0.22
H  1.407286  -2.529806  -1.585859  0.24
H  3.292231  -4.163686  -1.366972  0.24
H  2.939311  -6.312959  -0.141491  0.23
H  0.726767  -6.832930  0.860191  0.22
H  -2.986775  -3.906864  2.452682  0.23
H  -4.806439  -2.261462  2.170801  0.24
H  -7.135002  -3.034113  1.653610  0.24
H  -7.595170  -5.477096  1.400677  0.24
H  -5.760262  -7.118770  1.598923  0.22
H  -4.836865  -7.145417  4.080971  0.23
H  -5.227480  -9.320951  5.182396  0.24

Forces on the atoms, in the same order (eV/Å):
C -0.0250 -0.0132 0.1421
Si -0.2140 -0.1653 -0.0791
C 0.0299 -0.0401 -0.1676
C 0.0758 -0.0533 0.0862
O -0.5258 -0.4128 -0.2674
C 1.7089 -1.2835 0.4178
C -0.2245 1.4302 0.4338
C -1.3119 2.0140 0.4685
C 1.3301 -1.5824 -0.3587
O -0.7486 0.5120 0.3732
C 0.2058 -0.2280 0.0033
H -0.1432 -0.1684 0.1441
H 0.1830 0.0289 0.0216
H -0.0501 0.0423 -0.1886
H -0.1665 -0.2382 0.0161
H -0.0793 0.1916 -0.0043
H 0.1713 -0.0106 -0.0349
H -0.0947 -0.1785 0.1472
H 0.0128 -0.0249 -0.2168
H -0.0109 0.1930 0.0634
H 0.2782 -0.0915 -0.0835
H -0.1950 -0.0299 -0.0366
H 0.0442 0.5790 -0.1626
H -0.0205 -0.4220 -0.6655
H 0.0499 0.1389 0.0329
H -0.1601 -0.1539 -0.1956
H -0.1427 -0.1082 0.1015
C 0.1221 0.5496 -0.2078
C -0.0351 0.1778 0.0028
C -0.1638 0.0323 0.0937
C -0.0594 -0.5136 0.2435
C 0.1940 0.2696 0.1238
C 0.0278 -0.0608 0.0551
C -0.2333 -0.6094 -0.4184
C 0.6287 0.2637 -0.2302
C 0.0661 -0.3624 0.3489
C 0.0945 -0.0759 -0.0383
C -0.4925 -0.0965 0.0812
C -0.3866 -0.1444 0.1804
C 0.0931 0.5746 -0.1287
C -0.6408 0.3855 0.1537
C -0.1170 0.0840 -0.1026
C 0.0640 -0.1374 0.0224
C 0.3149 -0.4010 0.0006
C 0.2191 0.0705 0.0232
C 0.2104 0.0167 -0.0231
C -0.0241 0.0777 -0.1898
C 0.1497 -0.0788 -0.1005
H 0.0281 0.2608 -0.1798
H -0.1794 0.2978 0.1128
H -0.2262 -0.1332 0.3386
H -0.2852 0.2812 -0.0408
H 0.2033 -0.2571 -0.0475
H 0.2663 -0.1404 0.0264
H -0.0472 -0.3665 0.1830
H -0.3251 -0.0271 0.1961
H -0.2404 0.2717 -0.0757
H 0.2310 0.2280 -0.1737
H -0.4754 -0.0888 0.0356
H -0.1033 -0.3531 0.0373
H 0.2175 -0.1561 0.0433
H 0.3187 0.1393 0.0702
H 0.0923 0.4397 -0.0031
H 0.2461 -0.3517 -0.1046
H 0.2698 0.0087 -0.2986